Entry 1:
ORCA calculation (ωB97M-V/def2-TZVPD) on a 3-piece molecular cluster, C5H11NO overall.

Geometry as XYZ:
```
18
Properties=species:S:1:pos:R:3:mulliken_spin:R:1
C 0.165 -0.729 2.617 -0.01
C -0.957 -0.530 1.440 0.00
N -0.614 -0.969 0.058 0.11
C 0.771 -0.914 -1.910 0.31
C -0.067 -0.307 -1.070 -0.04
C 0.674 1.488 -0.042 0.60
O -0.441 2.015 -0.198 0.05
H 0.663 0.279 2.694 0.00
H -0.234 -1.145 3.564 0.00
H 0.926 -1.366 2.233 -0.01
H -1.889 -0.985 1.736 0.01
H -1.148 0.594 1.403 0.00
H 0.036 -1.743 0.163 -0.04
H 2.158 1.072 -5.441 0.00
H 0.574 -0.680 -2.965 -0.02
H 1.341 -1.623 -1.336 0.01
H -0.601 0.596 -1.348 0.02
H 2.494 1.614 -5.730 0.00
```

Properties
**Gap between HOMO and LUMO (spin up / spin down)**: 4.093 / 7.261 eV
**Multiplicity**: 2
**E_HOMO (spin up / spin down)**: 0.001 / -0.116 Ha
**ΔE to the lowest compared entry with this formula, charge and spin**: 431.9 kJ/mol
**Total energy**: -8895.686 eV
**Total charge**: -1

=====

Entry 2:
ORCA calculation (ωB97M-V/def2-TZVPD) on one molecule with the formula C5H11NO.

Geometry as XYZ:
```
18
Properties=species:S:1:pos:R:3:lowdin_charge:R:1
C -0.297 -1.915 1.798 -0.09
C 0.010 -0.495 1.376 -0.17
C -0.037 -0.338 -0.147 -0.48
O 0.000 -1.284 -0.905 0.07
N -0.237 0.943 -0.616 -0.15
C 0.056 1.089 -2.031 -0.08
C 0.321 2.036 0.214 -0.06
H -0.049 -2.631 1.024 0.07
H -1.377 -1.980 1.961 0.08
H 0.214 -2.141 2.734 0.07
H -0.665 0.271 1.761 0.11
H 0.990 -0.164 1.709 0.11
H 1.109 0.955 -2.317 0.10
H -0.274 2.059 -2.397 0.08
H -0.539 0.376 -2.577 0.08
H -0.380 2.281 1.002 0.08
H 0.485 2.891 -0.435 0.08
H 1.322 1.809 0.582 0.09
```

Properties
**Gap between HOMO and LUMO**: 10.280 eV
**Structure (SMILES)**: CCC(=O)N(C)C
**Multiplicity**: 1
**E_HOMO**: -0.345 Ha
**ΔE to the lowest compared entry with this formula, charge and spin**: 68.3 kJ/mol
**Total energy**: -8900.989 eV
**Total charge**: 0

=====

Entry 3:
ORCA calculation (ωB97M-V/def2-TZVPD) on a 3-piece molecular cluster, C5H11NO overall.

Geometry as XYZ:
```
18
Properties=species:S:1:pos:R:3:lowdin_charge:R:1
C -0.319 2.491 -1.004 -0.06
C -0.784 1.246 -0.291 -0.30
C -0.970 -0.097 -0.896 -0.10
N 0.150 0.141 -0.174 -0.14
C 0.782 -0.409 0.843 -0.10
C 1.407 -1.770 0.723 -0.27
O 0.593 -2.720 0.084 -0.08
H 0.270 3.136 -0.342 0.07
H -1.186 3.064 -1.349 0.08
H 0.289 2.231 -1.876 0.08
H -1.361 1.421 0.628 0.13
H -1.051 -0.446 -1.918 0.11
H -1.538 -0.942 0.388 0.06
H 1.156 0.272 1.604 0.12
H -1.216 -1.109 1.183 0.09
H 2.319 -1.705 0.115 0.12
H 1.714 -2.091 1.731 0.12
H -0.256 -2.715 0.552 0.06
```

Properties
**Gap between HOMO and LUMO**: 8.765 eV
**Multiplicity**: 1
**E_HOMO**: -0.287 Ha
**ΔE to the lowest compared entry with this formula, charge and spin**: 566.6 kJ/mol
**Total energy**: -8895.825 eV
**Total charge**: 0

=====

Entry 4:
ORCA calculation (ωB97M-V/def2-TZVPD) on a 2-piece molecular cluster, C5H11NO overall.

Geometry as XYZ:
```
18
Properties=species:S:1:pos:R:3:lowdin_charge:R:1
C -2.433 0.586 0.925 -0.23
N -1.733 0.409 -0.119 -0.04
C -1.212 -0.821 -0.541 -0.47
C -0.763 -0.806 -1.999 -0.03
O -1.120 -1.780 0.265 0.02
H -2.361 -0.187 1.827 0.15
H -2.081 1.285 1.666 0.09
H -3.377 0.750 0.783 0.03
H -2.417 0.798 -0.915 0.20
H -1.424 -0.118 -2.619 0.09
H -0.776 -1.800 -2.383 0.05
H 0.422 -0.615 -2.225 0.14
C 3.161 0.996 0.700 -0.13
C 3.407 -0.261 1.011 -0.14
H 3.687 1.873 0.244 0.05
H 2.051 1.301 1.183 0.10
H 4.390 -0.639 0.741 0.03
H 2.578 -0.974 1.457 0.10
```

Properties
**Gap between HOMO and LUMO**: 10.173 eV
**Structure (SMILES)**: CNC(C)=O.C=C
**Multiplicity**: 1
**E_HOMO**: -0.348 Ha
**ΔE to the lowest compared entry with this formula, charge and spin**: 457.7 kJ/mol
**Total energy**: -8896.954 eV
**Total charge**: 0

=====

Entry 5:
ORCA calculation (ωB97M-V/def2-TZVPD) on one molecule with the formula C5H11NO.

Geometry as XYZ:
```
18
Properties=species:S:1:pos:R:3:lowdin_charge:R:1
C -1.715 -0.486 -0.131 -0.10
C -0.689 0.453 -0.803 -0.21
C 0.519 0.707 0.114 -0.36
C 0.234 0.947 1.605 -0.06
N 1.364 -0.496 -0.032 0.05
C 1.493 -1.160 -1.215 -0.36
O 1.367 -0.683 -2.330 0.00
H -1.266 -1.380 0.331 0.07
H -2.241 0.038 0.684 0.07
H -2.484 -0.835 -0.826 0.07
H -0.192 0.130 -1.760 0.09
H -1.196 1.384 -1.068 0.11
H 1.063 1.582 -0.264 0.14
H -0.456 1.788 1.737 0.09
H -0.221 0.078 2.097 0.07
H 1.153 1.197 2.152 0.08
H 1.582 -1.028 0.797 0.13
H 1.685 -2.236 -1.088 0.13
```

Properties
**Gap between HOMO and LUMO**: 10.462 eV
**Structure (SMILES)**: CC[C@@H](C)NC=O
**Multiplicity**: 1
**E_HOMO**: -0.352 Ha
**ΔE to the lowest compared entry with this formula, charge and spin**: 74.5 kJ/mol
**Total energy**: -8900.925 eV
**Total charge**: 0

=====

Entry 6:
ORCA calculation (ωB97M-V/def2-TZVPD) on C5H11NO as an isolated structure.

Geometry as XYZ:
```
18
Properties=species:S:1:pos:R:3:lowdin_charge:R:1
C -0.435 0.819 -1.458 0.00
C 0.607 0.208 -0.541 -0.40
C 1.604 1.075 0.242 -0.05
N -0.479 -0.342 0.261 -0.25
C -0.423 -0.483 1.671 -0.09
C -1.144 -1.426 -0.441 -0.39
O -0.577 -2.470 -0.696 0.07
H -0.853 1.722 -0.940 0.11
H -0.369 0.930 -2.517 0.05
H -1.152 -0.418 -1.642 0.16
H 1.162 -0.589 -1.057 0.14
H 2.145 0.465 0.983 0.08
H 2.362 1.509 -0.421 0.08
H 1.118 1.897 0.778 0.08
H 0.408 -1.115 1.990 0.09
H -0.351 0.503 2.145 0.09
H -1.376 -0.929 1.971 0.09
H -2.245 -1.355 -0.327 0.15
```

Properties
**Gap between HOMO and LUMO**: 8.872 eV
**Multiplicity**: 1
**E_HOMO**: -0.311 Ha
**ΔE to the lowest compared entry with this formula, charge and spin**: 422.6 kJ/mol
**Total energy**: -8897.317 eV
**Total charge**: 0

=====

Entry 7:
ORCA calculation (ωB97M-V/def2-TZVPD) on a 2-piece molecular cluster, C5H11NO overall.

Geometry as XYZ:
```
18
Properties=species:S:1:pos:R:3:lowdin_charge:R:1
C -0.955 -1.529 1.790 0.01
C -0.612 -1.064 0.590 -0.14
C 0.500 -1.483 -0.256 -0.39
C 1.479 -2.299 0.184 0.05
N 0.584 -1.010 -1.578 -0.06
C 1.770 -0.186 -1.960 -0.09
H -0.475 -2.421 2.181 0.06
H -1.867 -1.290 2.315 0.05
H -1.228 -0.266 0.188 0.10
H 2.289 -2.675 -0.416 0.06
H 1.504 -2.601 1.222 0.05
H -0.222 -0.527 -1.932 0.10
H 2.552 -0.321 -1.225 0.07
H 2.049 -0.484 -2.968 0.07
H 1.527 0.877 -1.928 0.07
O -3.307 5.755 1.088 -0.05
H -3.147 5.944 2.005 0.02
H -2.443 5.578 0.702 0.03
```

Properties
**Gap between HOMO and LUMO**: 8.841 eV
**Structure (SMILES)**: C=CC(=C)NC.O
**Multiplicity**: 1
**E_HOMO**: -0.295 Ha
**ΔE to the lowest compared entry with this formula, charge and spin**: 247.7 kJ/mol
**Total energy**: -8899.130 eV
**Total charge**: 0

=====

Entry 8:
ORCA calculation (ωB97M-V/def2-TZVPD) on a 2-piece molecular cluster, C5H11NO overall.

Geometry as XYZ:
```
18
Properties=species:S:1:pos:R:3:lowdin_charge:R:1
C -1.552 2.668 0.561 0.02
C -1.244 1.386 0.188 -0.46
C -2.192 0.539 -0.628 -0.07
N -0.024 0.763 0.540 0.06
H -0.894 3.225 1.189 0.03
H -2.523 3.089 0.245 0.05
H -2.451 -0.363 -0.046 0.08
H -1.692 0.209 -1.572 0.09
H -3.080 1.082 -0.907 0.06
H 0.387 0.280 -0.207 0.04
H 0.671 1.427 0.905 0.10
C 2.988 -1.794 -0.505 0.00
C 1.838 -1.890 0.185 -0.29
O 0.971 -2.950 -0.018 -0.03
H 3.685 -1.003 -0.289 0.04
H 3.261 -2.501 -1.317 0.07
H 1.512 -1.150 0.957 0.10
H 0.340 -3.018 0.720 0.10
```

Properties
**Gap between HOMO and LUMO**: 9.166 eV
**Structure (SMILES)**: C=C(C)N.C=CO
**Multiplicity**: 1
**E_HOMO**: -0.308 Ha
**ΔE to the lowest compared entry with this formula, charge and spin**: 216.9 kJ/mol
**Total energy**: -8899.449 eV
**Total charge**: 0

=====

Entry 9:
ORCA calculation (ωB97M-V/def2-TZVPD) on a 2-piece molecular cluster, C5H11NO overall.

Geometry as XYZ:
```
18
Properties=species:S:1:pos:R:3:lowdin_charge:R:1
C -1.740 -0.007 -0.883 -0.16
C -1.885 1.155 0.097 -0.17
C -0.040 0.256 1.860 0.04
N 0.648 -0.449 0.963 -0.06
C 1.708 0.141 0.199 -0.50
O 1.868 1.330 0.156 0.11
C 2.539 -0.859 -0.566 0.00
H -2.455 0.089 -1.706 0.07
H -0.740 -0.041 -1.335 0.05
H -1.928 -0.982 -0.412 0.06
H -1.908 2.112 -0.428 0.08
H -2.789 1.056 0.706 0.08
H -1.037 1.274 0.801 -0.01
H -0.890 -0.384 2.173 0.04
H 0.412 -1.401 0.680 0.13
H 2.074 -1.065 -1.537 0.09
H 2.641 -1.803 -0.024 0.08
H 3.521 -0.421 -0.743 0.09
```

Properties
**Gap between HOMO and LUMO**: 9.147 eV
**Multiplicity**: 1
**E_HOMO**: -0.317 Ha
**ΔE to the lowest compared entry with this formula, charge and spin**: 325.4 kJ/mol
**Total energy**: -8898.325 eV
**Total charge**: 0

=====

Entry 10:
ORCA calculation (ωB97M-V/def2-TZVPD) on one molecule with the formula C5H11NO.

Geometry as XYZ:
```
18
Properties=species:S:1:pos:R:3:lowdin_charge:R:1
C 1.038 1.375 1.114 -0.07
C -0.086 0.462 0.646 -0.27
C -0.066 -0.945 1.260 -0.17
N -0.347 -1.567 -0.051 0.03
C -0.086 -0.280 -0.744 -0.57
C -1.112 0.003 -1.829 -0.01
O 1.151 -0.252 -1.406 0.01
H 1.054 2.353 0.626 0.08
H 0.918 1.547 2.192 0.08
H 2.023 0.908 0.984 0.07
H -1.056 0.949 0.799 0.14
H 0.937 -1.232 1.605 0.11
H -0.775 -1.166 2.064 0.11
H -1.339 -1.781 -0.119 0.10
H -1.051 1.023 -2.215 0.09
H -2.132 -0.185 -1.479 0.08
H -0.905 -0.681 -2.660 0.09
H 1.835 -0.531 -0.787 0.09
```

Properties
**Gap between HOMO and LUMO**: 10.061 eV
**Structure (SMILES)**: C[C@@H]1CN[C@]1(C)O
**Multiplicity**: 1
**E_HOMO**: -0.334 Ha
**ΔE to the lowest compared entry with this formula, charge and spin**: 143.8 kJ/mol
**Total energy**: -8900.207 eV
**Total charge**: 0

=====

Entry 11:
ORCA calculation (ωB97M-V/def2-TZVPD) on a 2-piece molecular cluster, C5H11NO overall.

Geometry as XYZ:
```
18
Properties=species:S:1:pos:R:3:lowdin_charge:R:1
C -1.342 1.170 -0.293 -0.02
C -0.375 0.530 -0.977 -0.11
C 1.086 0.136 -0.489 -0.30
N 1.736 0.946 0.380 0.07
C 1.364 -1.226 -0.831 -0.15
C 0.577 -2.285 -1.477 -0.12
H -1.202 2.055 0.175 0.01
H -2.381 0.851 -0.163 0.07
H -0.581 0.343 -2.082 0.13
H 2.631 0.620 0.855 0.14
H 1.308 1.703 0.838 0.07
H 2.356 -1.486 -0.873 0.05
H 0.285 -3.106 -0.842 0.08
H -0.286 -1.760 -1.758 0.02
H 1.042 -2.474 -2.427 0.07
O -2.458 0.676 2.801 -0.06
H -1.746 0.251 2.263 0.04
H -1.783 1.023 3.343 0.00
```

Properties
**Gap between HOMO and LUMO**: 7.625 eV
**Structure (SMILES)**: C=C/C(N)=C\C.O
**Multiplicity**: 1
**E_HOMO**: -0.272 Ha
**ΔE to the lowest compared entry with this formula, charge and spin**: 510.4 kJ/mol
**Total energy**: -8896.407 eV
**Total charge**: 0

=====

Entry 12:
ORCA calculation (ωB97M-V/def2-TZVPD) on a 2-piece molecular cluster, C5H11NO overall.

Geometry as XYZ:
```
18
Properties=species:S:1:pos:R:3:lowdin_charge:R:1
C 0.717 1.945 2.977 0.00
C -0.461 1.754 2.399 -0.18
C -0.696 0.824 1.270 -0.13
C 0.212 0.032 0.709 -0.11
C -0.276 -1.013 -0.258 -0.23
N 0.658 -1.262 -1.419 -0.02
H 0.824 2.550 3.864 0.05
H 1.511 1.233 2.780 0.05
H -1.229 2.523 2.451 0.09
H -1.698 0.879 0.858 0.10
H 1.255 0.294 0.824 0.10
H -1.226 -0.728 -0.704 0.11
H -0.355 -1.944 0.309 0.11
H 1.310 -0.483 -1.400 0.07
H 1.237 -2.054 -1.154 0.07
O -0.405 -1.395 -4.086 -0.10
H -0.111 -1.523 -3.167 -0.03
H 0.184 -1.804 -4.719 0.02
```

Properties
**Gap between HOMO and LUMO**: 9.360 eV
**Structure (SMILES)**: C=C/C=C/CN.O
**Multiplicity**: 1
**E_HOMO**: -0.327 Ha
**ΔE to the lowest compared entry with this formula, charge and spin**: 245.3 kJ/mol
**Total energy**: -8899.155 eV
**Total charge**: 0

=====

Please write out number 4 again, unchanged.
ORCA calculation (ωB97M-V/def2-TZVPD) on a 2-piece molecular cluster, C5H11NO overall.

Geometry as XYZ:
```
18
Properties=species:S:1:pos:R:3:lowdin_charge:R:1
C -2.433 0.586 0.925 -0.23
N -1.733 0.409 -0.119 -0.04
C -1.212 -0.821 -0.541 -0.47
C -0.763 -0.806 -1.999 -0.03
O -1.120 -1.780 0.265 0.02
H -2.361 -0.187 1.827 0.15
H -2.081 1.285 1.666 0.09
H -3.377 0.750 0.783 0.03
H -2.417 0.798 -0.915 0.20
H -1.424 -0.118 -2.619 0.09
H -0.776 -1.800 -2.383 0.05
H 0.422 -0.615 -2.225 0.14
C 3.161 0.996 0.700 -0.13
C 3.407 -0.261 1.011 -0.14
H 3.687 1.873 0.244 0.05
H 2.051 1.301 1.183 0.10
H 4.390 -0.639 0.741 0.03
H 2.578 -0.974 1.457 0.10
```

Properties
**Gap between HOMO and LUMO**: 10.173 eV
**Structure (SMILES)**: CNC(C)=O.C=C
**Multiplicity**: 1
**E_HOMO**: -0.348 Ha
**ΔE to the lowest compared entry with this formula, charge and spin**: 457.7 kJ/mol
**Total energy**: -8896.954 eV
**Total charge**: 0

=====

> Which formula does entry 5 have?

C5H11NO

=====

> Which of these has the highest ΔE to the lowest compared entry with this formula, charge and spin?

number 3

=====

> Number 8 is which compound?

C5H11NO